102
Properties=species:S:1:pos:R:3:forces:R:3 method="wB97M-V/def2-TZVPD" smiles="CC1(C)CCCC(C)(C)N1O.CN(C)C=O.CN(C)C=O.CN(C)C=O.CN(C)C=O.CN(C)C=O.CN(C)C=O" energy_ha=-1975.2497 homo_lumo_gap_ev=9.07 e_homo_ha=-0.3085
C -0.622611 -0.010389 -1.512511 -0.2 0.8 0.3
O -1.702779 -0.339242 -1.971382 -0.6 -0.2 -0.4
N 0.241156 -0.896522 -0.974359 0.4 0.5 -0.2
C 1.391320 -0.395105 -0.248241 0.5 -0.3 0.0
C -0.007076 -2.347613 -0.980210 -0.9 1.5 0.6
H -0.347141 1.106203 -1.505512 0.2 -1.7 0.2
H 2.270518 -1.007510 -0.459286 0.0 -0.1 -0.2
H 1.243278 -0.481896 0.816014 -0.2 0.3 0.5
H 1.633167 0.624319 -0.562838 -0.3 -0.3 0.2
H 0.077128 -2.704690 0.042327 0.1 -0.2 0.1
H -1.041460 -2.501656 -1.304625 0.4 -0.1 -0.2
H 0.711910 -2.828698 -1.607637 0.4 -0.5 -0.5
C 2.166771 3.615081 0.688856 -1.4 -2.5 -0.9
O 2.726889 4.403006 -0.024086 1.2 1.2 -1.2
N 1.887939 3.778618 1.960387 0.1 -0.4 2.2
C 0.979298 2.899533 2.745696 1.4 -0.6 -0.4
C 2.358259 5.014744 2.529793 -0.9 -0.7 0.9
H 1.772502 2.648480 0.281180 0.2 0.3 0.2
H 0.005650 3.251819 2.678445 -1.9 1.3 0.3
H 1.234077 2.663732 3.793772 0.4 0.8 -0.5
H 0.833709 1.918368 2.329300 0.7 -0.5 -0.7
H 2.865375 4.886551 3.448029 0.2 -0.5 1.4
H 3.064023 5.490433 1.941649 1.1 0.7 -1.7
H 1.531896 5.659782 2.664733 -0.9 1.0 0.3
C 2.994878 -1.826776 -3.044130 -0.7 0.6 -1.4
O 3.909040 -2.575479 -2.740467 0.0 0.4 1.1
N 2.512135 -1.847402 -4.328029 -0.7 0.4 0.6
C 3.096747 -2.861274 -5.224503 -1.8 1.0 -0.4
C 1.243033 -1.186826 -4.741078 1.1 -0.6 -0.7
H 2.499382 -1.012102 -2.417342 0.6 -1.0 -0.5
H 4.132262 -2.843837 -5.008180 1.1 -0.5 0.1
H 2.942932 -2.457552 -6.268510 0.0 -1.0 1.0
H 2.640882 -3.867231 -5.010276 0.5 0.8 -0.6
H 0.426874 -1.915546 -4.698473 0.0 0.1 -0.3
H 0.941862 -0.341527 -4.134093 0.5 0.1 0.4
H 1.440669 -0.833764 -5.781931 -0.6 -0.2 0.7
C 2.444147 2.562591 -2.577623 -1.1 -1.4 0.0
O 1.746383 1.518058 -2.554879 0.6 1.9 -0.2
N 3.752370 2.508821 -2.700199 1.8 1.5 -0.1
C 4.584835 3.743672 -2.657053 0.7 -1.2 -0.7
C 4.497413 1.265600 -2.821470 -1.2 -0.3 0.3
H 2.094892 3.614399 -2.487106 -0.4 -0.7 0.0
H 5.175470 3.740432 -1.735795 -0.3 0.2 0.1
H 3.981755 4.646874 -2.729110 0.0 -0.2 0.0
H 5.348040 3.676113 -3.493946 -1.1 0.3 0.7
H 4.158832 0.720550 -3.717408 0.5 0.2 0.1
H 5.538503 1.552923 -2.805361 0.3 -0.4 -0.3
H 4.271215 0.603747 -1.973516 0.2 0.2 -0.1
C 4.326307 -0.692838 1.640080 -2.6 0.9 1.2
O 3.542056 -0.072607 2.373136 0.6 -1.2 -0.6
N 5.459654 -0.151698 1.226468 1.1 0.8 -0.2
C 6.332447 -0.918206 0.407912 0.2 -0.6 0.0
C 5.912685 1.090096 1.850792 1.3 -0.4 -0.2
H 4.069509 -1.704268 1.230261 0.4 0.5 0.2
H 6.584898 -0.415693 -0.500748 0.3 0.6 -0.6
H 5.750073 -1.776165 0.097284 0.3 -0.5 -0.1
H 7.252296 -1.206947 0.928944 -0.1 -0.1 -0.1
H 5.033068 1.640342 2.156150 0.2 0.0 0.5
H 6.670660 0.839937 2.628120 -1.0 0.2 0.2
H 6.541859 1.718711 1.202443 -0.6 -0.3 -0.5
C -0.945903 -0.813364 3.303509 -0.1 2.3 0.0
O 0.030137 -0.188040 2.927337 0.5 0.0 -0.4
N -1.011955 -2.106232 3.497338 -2.8 -1.3 0.4
C -0.003034 -2.983138 3.035934 1.3 -0.7 -0.3
C -2.329112 -2.713354 3.908022 1.8 -0.7 -0.6
H -1.863071 -0.252040 3.546917 -0.1 -0.4 0.1
H -0.400175 -3.720744 2.308636 0.2 0.5 0.2
H 0.460524 -3.559386 3.840459 -0.2 -0.1 0.2
H 0.825764 -2.376229 2.634217 -0.5 -0.3 -0.2
H -2.093934 -3.165865 4.876308 -0.8 -0.1 0.0
H -3.176786 -2.041164 3.904440 0.3 0.6 0.3
H -2.598585 -3.485385 3.164893 0.2 0.1 0.4
C -4.190879 1.230593 -0.417471 -1.4 1.1 0.3
C -4.739991 0.696739 0.974389 1.4 1.5 -1.9
C -6.195626 1.110468 1.060812 -0.3 -2.0 1.5
C -7.126613 0.147299 0.306663 0.9 0.6 -0.9
C -6.812298 -1.319050 0.548764 -0.4 0.5 -2.2
C -5.384918 -1.691797 0.336509 1.1 0.4 0.7
N -4.614856 -0.740121 1.170072 0.3 -1.3 0.7
O -3.269396 -1.232988 1.212509 0.1 0.9 -0.4
C -5.242616 -3.102686 0.906252 -0.2 0.0 0.3
C -4.989530 -1.691856 -1.136847 -1.4 -1.0 0.2
C -3.952789 1.490814 2.038740 0.2 0.1 -0.4
H -4.975518 1.238075 -1.211207 0.7 -0.7 0.4
H -3.292202 0.725054 -0.720578 0.3 0.0 -0.4
H -4.017775 2.336551 -0.345038 0.3 -0.9 0.3
H -6.441511 0.922847 2.130605 -0.1 0.6 -0.3
H -6.294095 2.161392 0.814385 -0.2 0.1 -0.1
H -7.138094 0.402447 -0.779115 -0.3 -0.3 0.7
H -8.076775 0.189838 0.770292 -1.4 0.9 -0.2
H -7.381298 -1.911846 -0.193978 -0.1 0.2 0.5
H -7.170247 -1.555870 1.518280 0.0 -0.6 1.1
H -5.283781 -2.986809 2.007974 -0.4 -0.5 -0.5
H -6.067750 -3.723790 0.448082 0.9 0.4 0.8
H -4.278217 -3.554361 0.701074 0.1 -0.1 -0.3
H -5.388709 -0.856898 -1.647840 -0.1 1.1 -0.5
H -3.949537 -1.802232 -1.386404 0.5 -0.2 0.1
H -5.589435 -2.523492 -1.520344 0.5 -0.2 -0.4
H -4.120605 2.571136 1.822878 -0.2 -0.7 0.5
H -2.854075 1.377971 1.913616 -0.6 -0.3 0.3
H -4.317699 1.198469 3.037925 0.4 0.3 -0.2
H -2.860894 -1.083431 0.331132 -0.3 0.0 0.3